{
  "formula": "C15H40N3O8",
  "method": "the ωB97M-V functional and the def2-TZVPD basis",
  "species": ["C", "C", "O", "N", "H", "H", "C", "H", "H", "H", "H", "H", "H", "C", "C", "O", "N", "H", "H", "C", "H", "H", "H", "H", "H", "H", "N", "O", "O", "O", "C", "C", "C", "O", "H", "H", "H", "H", "H", "H", "H", "H", "C", "C", "C", "O", "H", "H", "H", "H", "H", "H", "H", "H", "C", "C", "C", "O", "H", "H", "H", "H", "H", "H", "H", "H"],
  "xyz": [[3.9086, 1.2250, -0.9085], [3.5720, -0.2680, -1.0755], [3.8339, -0.7175, -2.2156], [3.0847, -1.1888, -0.0393], [3.3839, -0.6288, 0.9039], [2.0993, -1.2018, -0.0507], [3.2755, -2.5806, -0.1973], [3.2715, 1.7818, -1.8179], [5.0388, 1.4661, -1.0568], [3.5181, 1.4765, 0.1120], [4.4231, -2.6546, 0.0354], [3.0694, -2.8399, -1.2388], [2.6207, -2.9686, 0.6141], [-2.8455, -3.6395, 1.3820], [-2.8334, -2.7464, 2.6541], [-3.4263, -2.9808, 3.6158], [-1.7939, -1.5603, 2.5944], [-1.1032, -2.0102, 2.9653], [-1.7142, -1.5417, 1.5259], [-2.2491, -0.4138, 3.4390], [-2.4301, -4.6471, 1.7039], [-2.4075, -3.1919, 0.5901], [-3.9955, -3.8842, 1.0906], [-1.9685, -0.5348, 4.3977], [-3.3066, -0.3966, 3.4501], [-1.9066, 0.6063, 3.1800], [-0.2677, -0.8242, -0.3875], [0.4783, 0.0194, -1.0456], [0.2247, -1.8206, 0.2107], [-1.3114, -0.3983, -0.0439], [-3.5900, 3.0250, -1.8838], [-2.2379, 3.0556, -1.3414], [-2.1134, 2.7142, 0.1173], [-1.6026, 2.1124, -2.1082], [-4.2528, 3.6317, -1.2344], [-4.0720, 2.1284, -2.1432], [-3.7022, 3.4576, -2.7823], [-1.9821, 4.1980, -1.6003], [-2.8908, 3.0059, 0.6670], [-1.1306, 2.6514, 0.5015], [-2.2966, 1.6628, 0.4514], [-0.9342, 1.6509, -1.5682], [0.1526, -1.9856, -4.0357], [0.1876, -0.4962, -4.6651], [-1.2076, 0.1428, -4.7373], [1.0976, 0.1880, -3.7744], [0.2009, -2.1880, -2.9407], [1.1212, -2.5345, -4.1487], [-0.4715, -2.6696, -4.4384], [0.6908, -0.7773, -5.6371], [-1.5566, -0.4818, -5.6571], [-1.1327, 1.1223, -4.8803], [-1.7545, -0.0881, -3.9683], [0.6023, 0.0778, -2.8400], [2.2109, 1.3368, 4.6292], [1.5621, 0.8616, 3.2668], [1.1304, 2.0612, 2.3211], [2.5183, 0.1673, 2.4839], [3.1632, 1.8669, 4.3637], [2.4032, 0.5350, 5.4675], [1.6940, 2.0566, 5.3488], [0.5813, 0.2592, 3.6308], [1.9314, 2.6854, 1.8956], [0.2709, 2.8235, 2.7035], [0.7761, 1.5652, 1.4243], [2.3900, -0.7584, 2.7251]],
  "forces_ev_per_a": [[-1.555, 0.563, -0.321], [2.769, -0.083, -7.076], [-1.319, 0.255, 4.408], [1.087, 5.064, 2.291], [-0.996, -2.144, -2.095], [-2.673, 1.413, 0.023], [3.884, -1.444, 1.418], [1.691, -1.465, 2.663], [-2.130, -0.761, 0.376], [0.560, 0.736, -0.915], [-2.180, -1.082, -0.533], [-0.180, -0.230, 0.414], [0.687, -0.732, -1.029], [-3.757, -2.036, 3.126], [0.301, -1.523, -2.697], [-0.896, 0.413, 2.100], [-6.621, 1.918, -3.617], [6.118, -2.865, 2.576], [0.736, 1.602, 1.182], [-0.274, 1.495, -2.893], [-0.201, 1.325, -0.625], [1.725, 1.059, -2.647], [2.685, 0.783, 0.887], [1.196, -0.989, 3.216], [-1.101, -0.031, -0.249], [0.176, -0.891, -0.711], [4.364, 2.884, 0.942], [-0.146, -2.415, 0.285], [0.528, -0.603, -1.024], [-4.585, -0.162, 0.618], [-2.894, 0.873, 3.004], [-0.082, 1.498, -0.341], [1.238, -3.099, -1.162], [2.520, -1.177, -0.656], [-0.016, -0.385, -0.173], [-0.240, -2.038, 0.782], [0.443, 2.225, -3.354], [0.619, -2.222, 0.989], [-2.424, 3.011, 2.659], [1.258, 1.628, 0.661], [-0.338, -0.407, -1.835], [-0.165, 0.236, -0.557], [3.251, 0.999, 1.324], [1.135, -2.800, 2.195], [3.564, -4.967, -5.793], [-1.988, -0.097, 1.945], [-1.096, 1.245, -0.104], [-0.043, 0.946, -0.905], [-2.730, -1.835, -1.458], [-0.526, 1.460, 0.765], [-0.369, 1.660, 1.317], [0.074, 4.085, -0.957], [-3.037, -1.231, 4.462], [1.884, 0.554, -2.952], [0.795, 0.031, 1.706], [-1.992, 2.559, 2.146], [-1.750, 0.685, 0.855], [-0.489, -1.349, 0.326], [-0.612, -0.703, 0.388], [0.043, 0.758, -2.233], [-0.207, -0.506, -1.804], [2.162, 0.794, -1.502], [0.236, -0.252, 0.897], [2.093, -2.088, -0.590], [-0.593, -0.084, -0.228], [0.382, -0.056, 0.093]],
  "mulliken_charge": [-0.6623, 0.7272, -0.4825, 0.6328, 0.3978, -0.4043, -0.6791, 0.2419, 0.3474, 0.0489, 0.3898, 0.2805, 0.2550, -0.8783, 0.4721, -0.3608, 0.4925, 0.2782, -0.1407, -0.9680, 0.3059, 0.3281, 0.3330, 0.4906, 0.4138, 0.2787, 1.2199, -0.4375, -0.8811, -0.8794, -1.8960, 1.0835, -1.4801, -0.3681, 0.3986, 0.3821, 0.5491, -0.0275, 0.6188, 0.3510, 0.2776, 0.1263, -1.0325, 0.3407, -1.4768, -0.5340, -0.0801, 0.3173, 0.5639, 0.3428, 0.3777, 0.3775, 0.4584, 0.2903, -1.2494, 0.7962, -0.5946, -0.5419, 0.3033, 0.3099, 0.3431, -0.3632, 0.4055, 0.3261, -0.1690, 0.3135],
  "total_charge": 1,
  "e_homo_ev": -11.12,
  "multiplicity": 1
}



{
  "formula": "C24H34N2O5",
  "method": "the ωB97M-V functional and the def2-TZVPD basis",
  "species": ["C", "C", "H", "H", "O", "C", "O", "C", "N", "H", "C", "H", "C", "O", "N", "C", "H", "C", "C", "C", "C", "C", "C", "H", "H", "C", "H", "C", "O", "O", "H", "H", "H", "H", "H", "H", "H", "H", "H", "H", "C", "H", "H", "H", "C", "H", "H", "C", "C", "C", "C", "C", "C", "C", "H", "H", "H", "H", "H", "H", "H", "H", "H", "H", "H"],
  "xyz": [[-4.0018, -1.4894, 2.7342], [-3.1350, -1.8417, 1.5356], [-3.7561, -2.0971, 0.6732], [-2.4558, -2.6665, 1.7568], [-2.2866, -0.7407, 1.1767], [-2.7561, 0.1393, 0.2996], [-3.8135, 0.0598, -0.2702], [-1.7934, 1.3070, 0.1011], [-1.8581, 1.8167, -1.2588], [-2.7760, 1.6040, -1.6459], [-0.8110, 1.3494, -2.1514], [0.1354, 1.7081, -1.7391], [-0.8395, -0.1757, -2.2461], [-1.7966, -0.7325, -2.7908], [0.1275, -0.8945, -1.6565], [1.3939, -0.4226, -1.1048], [1.2341, 0.4090, -0.4117], [2.3457, 0.0114, -2.2276], [3.7695, 0.1691, -1.7053], [4.2707, -1.1569, -1.1468], [3.3866, -1.5973, 0.0147], [1.9069, -1.6565, -0.3522], [1.4942, -2.8013, -1.2774], [1.4379, -3.7485, -0.7447], [2.1787, -2.9026, -2.1175], [0.1109, -2.3638, -1.7475], [-0.1099, -2.6574, -2.7827], [-0.9996, -2.9671, -0.8530], [-0.7510, -3.6005, 0.1377], [-2.2292, -2.7682, -1.2776], [-2.2596, -2.0961, -2.0215], [1.3218, -1.7560, 0.5680], [3.6992, -2.5781, 0.3763], [3.5095, -0.8847, 0.8327], [4.2662, -1.9102, -1.9364], [5.2998, -1.0514, -0.7991], [4.4185, 0.5071, -2.5148], [3.7877, 0.9278, -0.9199], [2.0009, 0.9512, -2.6624], [2.3317, -0.7402, -3.0189], [-1.0303, 1.9403, -3.5414], [-0.1790, 1.7260, -4.1827], [-1.1584, 3.0156, -3.4637], [-1.9224, 1.5042, -3.9846], [-2.1770, 2.4318, 1.0819], [-1.6812, 3.3401, 0.7356], [-3.2546, 2.5960, 1.0326], [-1.7500, 2.1236, 2.5217], [-0.2585, 1.9625, 2.6205], [0.3194, 0.7021, 2.7131], [1.6948, 0.5587, 2.7739], [2.5131, 1.6744, 2.7303], [1.9473, 2.9348, 2.6313], [0.5723, 3.0762, 2.5802], [0.1362, 4.0628, 2.5145], [2.5788, 3.8109, 2.5995], [3.5868, 1.5644, 2.7788], [2.1264, -0.4279, 2.8620], [-0.3133, -0.1732, 2.7321], [-2.2413, 1.2119, 2.8631], [-2.0754, 2.9478, 3.1609], [-0.7783, 0.9769, 0.3367], [-4.6127, -2.3474, 2.9989], [-3.3842, -1.2194, 3.5883], [-4.6571, -0.6555, 2.4902]],
  "forces_ev_per_a": [[0.298, 0.128, -0.314], [-0.549, -0.419, 0.109], [0.201, -0.035, 0.156], [-0.079, 0.114, -0.116], [0.304, -0.015, 0.226], [0.181, 0.219, -0.299], [-0.123, -0.011, 0.087], [-0.245, 0.298, 0.064], [-0.190, 0.030, -0.124], [0.086, -0.006, -0.004], [-0.098, 0.157, -0.178], [-0.019, -0.123, -0.076], [0.290, 0.087, 0.130], [-0.256, 0.084, -0.261], [-0.198, -0.240, 0.039], [0.385, 0.295, 0.008], [0.004, -0.050, -0.007], [0.084, 0.133, 0.297], [-0.009, -0.179, -0.235], [-0.010, 0.197, 0.207], [-0.080, -0.048, -0.174], [0.049, 0.002, 0.044], [-0.129, 0.102, 0.144], [0.011, 0.019, -0.059], [0.017, 0.004, -0.077], [-0.201, -0.448, -0.167], [0.037, 0.061, 0.160], [0.478, 0.163, -0.341], [-0.041, -0.139, 0.203], [-0.598, 0.096, -0.139], [0.292, -0.200, 0.297], [-0.042, 0.022, -0.044], [0.001, -0.012, 0.116], [0.055, 0.007, 0.090], [0.055, -0.051, -0.070], [0.031, -0.071, -0.040], [0.018, 0.094, 0.035], [0.056, 0.099, 0.053], [-0.094, -0.015, -0.072], [-0.034, -0.032, -0.081], [0.098, -0.120, 0.254], [0.055, -0.029, -0.136], [0.025, 0.104, 0.034], [-0.049, -0.024, -0.055], [0.147, -0.285, 0.121], [-0.018, -0.021, -0.033], [-0.040, 0.067, -0.051], [-0.102, 0.119, -0.108], [-0.066, -0.022, 0.127], [-0.019, -0.013, 0.037], [0.089, -0.054, -0.006], [0.128, -0.036, -0.023], [0.068, 0.091, -0.028], [-0.020, -0.041, -0.008], [-0.061, 0.122, -0.013], [0.055, 0.065, 0.010], [0.088, -0.010, 0.010], [0.044, -0.096, 0.005], [-0.093, -0.076, 0.015], [-0.025, 0.038, 0.101], [-0.019, -0.074, 0.051], [-0.070, 0.007, -0.096], [-0.084, -0.089, 0.060], [0.015, 0.014, 0.113], [-0.084, 0.045, 0.028]],
  "mulliken_charge": [-1.4514, -0.3343, 0.3963, 0.2992, 0.2101, 0.3101, -0.6345, 2.8272, -0.2596, 0.5357, 0.5801, 0.3269, 0.5146, -0.8380, 0.6319, -0.1953, 0.1015, -0.8447, -0.8381, -0.7567, -1.1307, 0.1676, -1.3754, 0.5309, 0.3591, -0.2618, 0.4165, 0.4577, -0.6008, -0.5572, 0.4693, 0.4829, 0.4040, 0.2159, 0.3453, 0.4081, 0.4209, 0.3853, 0.3273, 0.3989, -1.8272, 0.3826, 0.4451, 0.3759, -1.7963, 0.4670, 0.4088, -1.0135, 0.2727, 0.1012, -0.4871, -0.5093, -0.7686, -0.3483, 0.4453, 0.4122, 0.4279, 0.4771, 0.2774, 0.2021, 0.5408, -1.9956, 0.4555, 0.2865, 0.3230],
  "e_homo_ev": -9.06,
  "smiles": "CCOC(=O)[C@H](CCc1ccccc1)N[C@H](C)C(=O)N1[C@@H]2CCCC[C@@H]2C[C@H]1C(=O)O",
  "multiplicity": 1
}



no.,E_tot (eV)
1,-37035.617
2,-38660.261